# 1
Formula: C5H8ClN
Source: the Open Molecules 2025 dataset
Level of theory: ωB97M-V with the def2-TZVPD basis set

As for the structure (SMILES): C=C(C)/N=C(/C)Cl. The calculation puts the energy at -710.2061 hartree. Its net charge is 0. As for the frontier orbital gap: 9.65 eV. Its energy above the lowest of the compared OMol25 structures with the same formula, charge and spin is 1.260 eV.

Geometry as XYZ:
```
15
Properties=species:S:1:pos:R:3:lowdin_charge:R:1
C 1.407 -0.631 1.887 0.0802
C 0.408 -0.365 1.004 -0.4480
C 0.043 0.430 -1.111 -0.7719
C -0.864 -1.051 1.155 -0.0828
C -0.265 1.514 -2.073 -0.1240
N 0.335 0.682 0.058 0.1072
Cl 0.111 -1.120 -1.975 0.6688
H 2.343 -0.262 1.767 0.0210
H 1.271 -1.305 2.643 0.0287
H -1.502 -0.153 1.525 0.1265
H -1.184 -1.258 0.139 0.0258
H -0.933 -1.857 1.885 0.0882
H 0.215 1.358 -3.083 0.0801
H -1.407 1.582 -2.294 0.1142
H 0.025 2.438 -1.527 0.0861
```

# 2
Formula: C10H6Cl2LuN2O3STi
Source: the Open Molecules 2025 dataset
Level of theory: ωB97M-V with the def2-TZVPD basis set

As for the spin multiplicity: 2. The calculation puts the energy at -4121.8273 hartree. Its net charge is +4. As for the frontier orbital gap (alpha / beta): 4.40 / 4.42 eV.

Geometry as XYZ:
```
26
Properties=species:S:1:pos:R:3:lowdin_charge:R:1
Lu 4.254 -1.261 -1.207 1.5682
Ti -0.052 -0.603 -0.971 0.6870
Cl 2.740 0.672 -0.973 0.0995
Cl 1.185 -2.486 -1.423 0.1197
C -0.748 0.291 -2.436 -0.0319
C 5.652 0.388 -1.742 -0.0975
C 4.287 -0.931 -3.494 -0.0367
O -1.095 0.871 -3.395 0.2848
O 6.079 1.427 -2.039 0.2763
O 4.400 -0.621 -4.598 0.2828
N 0.617 2.785 0.821 0.1883
C -0.214 1.817 1.260 -0.5811
N -0.324 0.649 0.609 -0.0742
C -1.330 -0.168 1.114 -0.3241
C -1.745 -1.356 0.460 -0.0674
C -2.894 -1.994 0.992 0.0239
C -3.587 -1.420 2.065 0.0344
C -3.181 -0.202 2.651 0.0363
C -2.033 0.410 2.166 -0.3605
S -1.346 2.036 2.572 1.2600
H 0.675 3.618 1.394 0.1490
H 1.359 2.522 0.194 0.0503
H -1.272 -1.846 -0.477 0.0620
H -3.223 -2.924 0.542 0.1460
H -4.468 -1.931 2.448 0.1512
H -3.736 0.257 3.467 0.1535
```

# 3
Formula: C36H40F32O12
Source: the Open Molecules 2025 dataset
Level of theory: ωB97M-V with the def2-TZVPD basis set

As for the structure (SMILES): FC(F)C(F)(F)COC(F)(F)C(F)F.FC(F)C(F)(F)COC(F)(F)C(F)F.FC(F)C(F)(F)COC(F)(F)C(F)F.FC(F)C(F)(F)COC(F)(F)C(F)F.O=C1CCCO1.O=C1CCCO1.O=C1CCCO1.O=C1CCCO1. The calculation puts the energy at -5494.2640 hartree. Its net charge is 0. As for the frontier orbital gap: 10.06 eV. Its energy above the lowest of the compared OMol25 structures with the same formula, charge and spin is 0.000 eV.

Geometry as XYZ:
```
120
Properties=species:S:1:pos:R:3:lowdin_charge:R:1
O 0.435 -0.127 -3.119 0.0660
C 0.374 -0.607 -1.968 -0.4750
O 1.443 -1.048 -1.365 0.0531
C 1.173 -1.403 -0.026 -0.1645
C -0.055 -0.557 0.320 -0.1641
C -0.767 -0.635 -0.963 -0.0873
H 1.980 -1.152 0.662 0.1254
H 1.094 -2.476 0.149 0.1270
H 0.291 0.419 0.658 0.1254
H -0.517 -1.047 1.177 0.1198
H -1.475 0.174 -1.143 0.1330
H -1.140 -1.642 -1.151 0.1417
O -5.721 -3.145 -1.838 0.0593
C -6.209 -3.256 -0.681 -0.3859
O -6.942 -4.321 -0.213 0.0158
C -7.253 -4.177 1.155 -0.1799
C -6.929 -2.740 1.539 -0.1733
C -5.904 -2.336 0.511 -0.0781
H -6.631 -4.884 1.704 0.1241
H -8.313 -4.361 1.331 0.1267
H -6.760 -2.672 2.614 0.1192
H -7.793 -2.096 1.377 0.1144
H -4.973 -2.661 0.975 0.1296
H -5.977 -1.316 0.134 0.1286
O 6.377 1.655 -3.986 0.1045
C 5.424 2.263 -4.393 -0.5358
O 4.985 2.087 -5.609 0.0485
C 3.917 3.006 -5.929 -0.1335
C 3.462 3.675 -4.604 -0.1125
C 4.707 3.389 -3.678 -0.0598
H 3.125 2.392 -6.357 0.1168
H 4.156 3.621 -6.797 0.1203
H 2.495 3.333 -4.234 0.1107
H 3.469 4.756 -4.744 0.1005
H 4.497 3.163 -2.632 0.1200
H 5.318 4.288 -3.592 0.1203
O -6.582 2.512 0.549 0.0859
C -6.625 3.332 -0.369 -0.4350
O -7.016 4.609 -0.262 0.0094
C -7.271 5.317 -1.468 -0.1155
C -6.853 4.246 -2.523 -0.1816
C -6.170 3.180 -1.821 -0.1055
H -6.541 6.126 -1.430 0.1242
H -8.318 5.610 -1.549 0.1264
H -6.330 4.743 -3.341 0.1162
H -7.756 3.901 -3.027 0.1149
H -5.094 3.216 -1.992 0.1314
H -6.416 2.183 -2.185 0.1289
C 3.841 1.604 7.217 -0.0787
C 3.459 1.608 5.730 -0.4632
C 3.156 3.030 5.224 -0.3195
F 2.829 3.148 3.910 0.0831
F 2.103 3.606 5.782 0.1184
F 4.505 1.167 5.032 0.1359
F 2.465 0.749 5.438 0.1367
O 4.827 2.555 7.539 0.0191
C 4.708 3.120 8.836 -0.5046
C 6.085 3.772 9.205 -0.2723
F 6.441 4.751 8.350 0.1072
F 6.087 4.250 10.477 0.0829
F 3.801 4.069 8.746 0.1792
F 4.260 2.229 9.762 0.1452
H 4.046 0.629 7.658 0.1510
H 2.910 1.827 7.738 0.1415
H 4.057 3.629 5.354 0.1690
H 6.920 3.073 9.248 0.1689
C 5.144 -3.725 -5.378 -0.0588
C 3.921 -3.671 -6.307 -0.4756
C 2.633 -4.208 -5.601 -0.4054
F 1.556 -3.892 -6.198 0.1691
F 2.671 -5.502 -5.319 0.1222
F 3.798 -2.365 -6.635 0.1237
F 4.174 -4.406 -7.365 0.1610
O 5.318 -5.076 -4.913 0.0072
C 6.226 -5.376 -3.804 -0.4948
C 6.480 -6.864 -3.811 -0.3186
F 7.384 -7.370 -2.947 0.1080
F 5.325 -7.538 -3.672 0.1133
F 7.382 -4.764 -3.925 0.1817
F 5.695 -5.032 -2.596 0.1365
H 5.059 -2.888 -4.684 0.1491
H 6.007 -3.437 -5.978 0.1417
H 2.524 -3.739 -4.623 0.1700
H 6.884 -7.055 -4.805 0.1699
C -0.941 6.813 1.727 -0.0713
C -1.442 5.823 0.604 -0.4155
C -1.446 6.467 -0.827 -0.3235
F -0.239 7.008 -1.094 0.0919
F -1.949 5.650 -1.757 0.1137
F -0.657 4.706 0.534 0.1118
F -2.724 5.538 0.863 0.1322
O -1.710 7.963 1.661 0.0195
C -1.414 8.947 2.630 -0.5476
C -2.451 10.018 2.633 -0.3369
F -3.774 9.747 2.645 0.1040
F -2.291 11.031 3.461 0.1431
F -1.419 8.354 3.844 0.1466
F -0.223 9.432 2.409 0.2087
H 0.112 7.018 1.537 0.1456
H -1.117 6.311 2.679 0.1472
H -2.092 7.343 -0.767 0.1602
H -2.419 10.408 1.616 0.1700
C -2.381 -8.449 1.112 -0.0298
C -1.519 -7.802 2.251 -0.3677
C -1.745 -6.261 2.407 -0.3686
F -1.039 -5.469 1.628 0.1154
F -2.988 -5.813 2.410 0.1208
F -1.827 -8.380 3.507 0.0600
F -0.232 -8.135 2.061 0.1320
O -2.090 -7.759 -0.120 0.0204
C -1.456 -8.506 -1.106 -0.5405
C -1.545 -7.705 -2.409 -0.2466
F -1.368 -6.346 -2.318 0.0859
F -0.905 -8.298 -3.465 0.0872
F -0.205 -8.755 -0.661 0.1503
F -2.034 -9.690 -1.278 0.1647
H -3.452 -8.408 1.314 0.1430
H -2.178 -9.519 1.065 0.1411
H -1.325 -5.983 3.374 0.1633
H -2.587 -7.749 -2.726 0.1680
```

# 4
Formula: C46H102Cl12
Source: the Open Molecules 2025 dataset
Level of theory: ωB97M-V with the def2-TZVPD basis set

As for the structure (SMILES): ClC(Cl)Cl.ClC(Cl)Cl.ClC(Cl)Cl.ClC(Cl)Cl.CCCCCC.CCCCCC.CCCCCC.CCCCCC.CCCCCC.CCCCCC.CCCCCC. The calculation puts the energy at -7335.9921 hartree. Its net charge is 0. As for the frontier orbital gap: 10.68 eV. Its energy above the lowest of the compared OMol25 structures with the same formula, charge and spin is 1.701 eV.

Geometry as XYZ:
```
160
Properties=species:S:1:pos:R:3:lowdin_charge:R:1
C 1.154 -3.624 -5.091 -0.0860
C 2.050 -4.772 -4.492 -0.2562
C 1.242 -5.825 -3.762 -0.2153
C 0.909 -5.462 -2.277 -0.2150
C -0.339 -6.126 -1.635 -0.2363
C -0.262 -5.952 -0.085 -0.1171
H 1.764 -2.810 -5.483 0.0544
H 0.515 -3.186 -4.324 0.0494
H 0.520 -4.088 -5.846 0.0691
H 2.634 -5.283 -5.258 0.0972
H 2.837 -4.351 -3.867 0.0882
H 1.737 -6.788 -3.643 0.1077
H 0.293 -5.955 -4.282 0.1033
H 1.687 -5.926 -1.671 0.0873
H 0.838 -4.385 -2.122 0.1078
H -1.155 -5.658 -2.186 0.0740
H -0.548 -7.175 -1.847 0.1020
H -0.676 -6.867 0.339 0.0646
H 0.755 -5.777 0.267 0.0420
H -0.873 -5.202 0.418 0.0237
C -5.581 2.020 5.231 -0.1104
C -4.578 1.591 6.335 -0.2313
C -3.099 1.915 5.882 -0.2195
C -2.684 1.140 4.612 -0.2340
C -1.164 1.172 4.418 -0.2346
C -0.619 2.636 4.234 -0.0939
H -5.617 1.245 4.466 0.0633
H -5.162 2.845 4.654 0.0540
H -6.583 2.239 5.599 0.0655
H -4.621 2.215 7.228 0.0918
H -4.671 0.534 6.582 0.0989
H -2.447 1.627 6.706 0.1068
H -2.921 2.974 5.691 0.0943
H -2.895 0.077 4.733 0.1077
H -3.299 1.423 3.757 0.1015
H -0.627 0.724 5.254 0.1027
H -0.977 0.601 3.509 0.0667
H -0.844 3.092 3.270 0.0584
H -0.955 3.367 4.969 0.0527
H 0.435 2.752 4.485 0.0565
C -3.034 5.392 0.595 -0.1216
C -3.884 5.730 1.800 -0.2785
C -5.375 6.009 1.389 -0.1981
C -6.380 5.931 2.586 -0.2071
C -6.027 7.034 3.649 -0.2491
C -6.718 6.831 5.020 -0.1140
H -1.988 5.296 0.887 0.0694
H -3.196 6.152 -0.170 0.0769
H -3.411 4.421 0.275 0.0582
H -3.776 4.977 2.581 0.0998
H -3.430 6.600 2.274 0.0924
H -5.669 5.269 0.645 0.1005
H -5.540 7.019 1.013 0.1061
H -7.368 6.009 2.133 0.0970
H -6.468 4.934 3.019 0.0930
H -4.955 7.015 3.845 0.0844
H -6.167 8.067 3.329 0.1026
H -6.456 5.859 5.437 0.0626
H -6.289 7.570 5.697 0.0615
H -7.789 7.033 4.986 0.0674
C -2.202 1.513 0.052 -0.0756
C -1.698 0.065 0.494 -0.2668
C -0.285 -0.251 0.591 -0.2391
C 0.453 -0.200 -0.777 -0.2179
C 1.888 -0.747 -0.877 -0.2736
C 2.525 -0.902 -2.224 -0.1090
H -3.288 1.585 -0.012 0.0698
H -1.755 1.767 -0.909 0.0015
H -1.791 2.221 0.771 0.0526
H -2.110 -0.158 1.478 0.0938
H -2.109 -0.598 -0.268 0.0905
H -0.286 -1.214 1.101 0.0846
H 0.220 0.454 1.251 0.1082
H 0.005 -0.853 -1.525 0.0864
H 0.362 0.803 -1.194 0.0400
H 2.477 -0.117 -0.210 0.0877
H 1.917 -1.738 -0.423 0.1005
H 1.816 -1.421 -2.869 0.0660
H 2.636 0.022 -2.792 0.0490
H 3.549 -1.274 -2.209 0.0320
C 4.390 -0.673 2.000 -0.1086
C 3.645 -0.161 3.331 -0.2374
C 4.459 0.614 4.384 -0.2603
C 4.982 1.884 3.891 -0.2145
C 6.263 2.385 4.705 -0.2632
C 5.980 2.904 6.084 -0.1381
H 5.286 -1.233 2.270 0.0652
H 4.488 0.064 1.203 0.0559
H 3.733 -1.431 1.574 0.0091
H 2.692 0.331 3.135 0.0907
H 3.321 -1.050 3.872 0.0586
H 5.146 0.001 4.967 0.1211
H 3.636 0.852 5.058 0.1061
H 5.363 1.716 2.884 0.0991
H 4.314 2.745 3.913 0.1152
H 7.064 1.647 4.725 0.1030
H 6.645 3.292 4.237 0.0944
H 5.459 2.154 6.679 0.0676
H 6.952 3.118 6.529 0.0706
H 5.389 3.819 6.078 0.0735
C -2.832 -2.901 -4.509 -0.1191
C -3.834 -3.264 -3.400 -0.2653
C -3.371 -3.411 -1.905 -0.2124
C -4.522 -3.694 -0.953 -0.2068
C -4.051 -4.075 0.471 -0.2703
C -5.203 -4.216 1.466 -0.1246
H -3.412 -2.551 -5.363 0.0549
H -2.448 -3.852 -4.879 0.0656
H -2.140 -2.127 -4.178 0.0440
H -4.610 -2.499 -3.386 0.0824
H -4.472 -4.130 -3.580 0.1002
H -2.757 -2.565 -1.595 0.0966
H -2.702 -4.255 -2.071 0.0839
H -5.173 -2.823 -0.881 0.1150
H -5.108 -4.464 -1.456 0.1115
H -3.592 -5.060 0.556 0.0945
H -3.341 -3.397 0.945 0.0990
H -6.021 -4.686 0.920 0.0707
H -4.907 -4.620 2.433 0.0722
H -5.580 -3.205 1.621 0.0646
C 2.015 1.721 -5.832 -0.1175
C 3.495 1.473 -6.305 -0.2268
C 4.120 0.267 -5.562 -0.2368
C 5.430 -0.314 -6.086 -0.2212
C 6.665 0.511 -5.725 -0.2789
C 7.922 -0.264 -6.131 -0.1208
H 1.754 1.598 -4.781 0.0354
H 1.429 0.865 -6.166 0.0371
H 1.644 2.686 -6.178 0.0609
H 3.596 1.217 -7.360 0.1026
H 4.051 2.385 -6.084 0.0944
H 3.398 -0.549 -5.568 0.0954
H 4.229 0.609 -4.533 0.0973
H 5.578 -1.303 -5.654 0.1090
H 5.417 -0.316 -7.176 0.1132
H 6.573 1.513 -6.143 0.1049
H 6.784 0.815 -4.685 0.1025
H 8.716 0.469 -5.987 0.0640
H 8.135 -1.245 -5.707 0.0761
H 8.028 -0.314 -7.215 0.0664
C 4.832 -4.443 -0.364 -1.5450
Cl 6.229 -5.454 -0.092 0.5488
Cl 5.271 -2.775 -0.664 0.5886
Cl 3.810 -4.626 1.080 0.5164
H 4.308 -4.675 -1.291 0.0080
C 0.923 -4.092 4.018 -1.5271
Cl 0.730 -2.384 3.611 0.5567
Cl -0.408 -4.953 3.268 0.5566
Cl 1.066 -4.422 5.773 0.5233
H 1.831 -4.433 3.520 -0.0102
C -2.255 1.148 -4.886 -1.4418
Cl -3.956 0.584 -4.612 0.5104
Cl -1.533 0.159 -6.257 0.4916
Cl -1.333 1.078 -3.416 0.5946
H -2.225 2.204 -5.154 0.0140
C 2.118 4.182 -2.563 -1.4779
Cl 1.712 3.326 -0.976 0.4870
Cl 2.913 5.695 -2.420 0.5922
Cl 0.569 4.294 -3.509 0.4684
H 2.711 3.494 -3.165 -0.0019
```